(1)
This record from the Open Molecules 2025 dataset describes a molecular structure, C25H32AsCdN3O3. The level of theory is ωB97M-V with the def2-TZVPD basis set.

Computed properties:
- HOMO-LUMO gap (eV) = 7.14
- total charge = 0
- highest occupied orbital energy (hartree) = -0.292

Last column: Löwdin charge in e.
Positions of all 65 atoms, in Å:
Cd -0.98 -0.09 -0.69  1.288
O -1.51 1.14 6.28  -0.032
C -1.55 -0.01 5.79  -0.674
O -1.55 -1.15 6.30  -0.032
C -1.48 -0.03 4.25  -0.073
C -1.52 -1.23 3.56  0.054
C -1.45 -1.21 2.18  -0.219
N -1.37 -0.06 1.51  0.020
C -1.38 1.11 2.16  -0.204
C -1.43 1.15 3.54  0.062
C -1.37 2.34 1.29  -0.216
C -1.27 3.61 1.81  0.002
C -1.32 4.70 0.96  -0.039
C -1.49 4.50 -0.40  -0.049
C -1.57 3.20 -0.86  -0.129
N -1.51 2.15 -0.03  0.020
C -1.47 -2.46 1.34  -0.211
C -1.33 -3.72 1.89  0.004
C -1.41 -4.83 1.07  -0.040
C -1.61 -4.66 -0.29  -0.051
C -1.71 -3.38 -0.77  -0.124
N -1.64 -2.30 0.02  0.019
H -1.60 -2.13 4.15  0.119
H -1.44 2.07 4.11  0.118
H -1.14 3.75 2.88  0.117
H -1.24 5.71 1.36  0.116
H -1.54 5.33 -1.10  0.111
H -1.68 2.98 -1.91  0.107
H -1.17 -3.83 2.96  0.117
H -1.31 -5.83 1.49  0.115
H -1.69 -5.51 -0.96  0.110
H -1.85 -3.18 -1.83  0.106
C 3.42 -2.11 -0.96  -0.170
C 3.20 -0.64 -1.32  -0.438
As 1.83 0.20 -0.24  1.139
C 2.68 0.27 1.52  -0.434
C 2.37 -0.93 2.42  -0.159
C 2.16 2.07 -0.71  -0.438
C 1.88 2.40 -2.18  -0.171
H 4.14 -2.57 -1.64  0.070
H 2.49 -2.68 -1.03  0.065
H 3.80 -2.23 0.05  0.052
H 2.85 -0.55 -2.35  0.058
H 4.11 -0.06 -1.20  0.072
H 2.30 1.19 1.98  0.062
H 3.75 0.40 1.36  0.070
H 1.30 -1.01 2.62  0.045
H 2.87 -0.82 3.39  0.076
H 2.71 -1.87 1.98  0.052
H 3.18 2.29 -0.43  0.066
H 1.51 2.66 -0.05  0.045
H 2.64 1.97 -2.83  0.066
H 1.90 3.49 -2.34  0.068
H 0.92 2.01 -2.51  0.032
C 0.00 -0.50 -4.98  -0.074
C -0.99 -0.50 -3.83  -0.638
C -2.15 0.45 -4.09  -0.091
O -0.31 -0.15 -2.65  -0.472
H -0.43 -0.94 -5.89  0.077
H 0.89 -1.07 -4.70  0.070
H 0.31 0.53 -5.21  0.078
H -1.41 -1.51 -3.76  0.105
H -1.77 1.47 -4.24  0.072
H -2.84 0.46 -3.25  0.058
H -2.72 0.17 -4.99  0.077

(2)
This record from the Open Molecules 2025 dataset describes a molecular structure, C25H32BN7O4Tc in a non-equilibrium geometry. The level of theory is ωB97M-V with the def2-TZVPD basis set.

Computed properties:
- HOMO-LUMO gap (alpha / beta) (eV) = 5.50 / 5.83
- total charge = 0
- highest occupied orbital energy (alpha / beta) (hartree) = -0.254 / -0.277
- spin multiplicity = 4

Last column: Löwdin spin population.
Positions of all 70 atoms, in Å:
Tc 0.70 -0.45 0.12  1.459
C 2.76 -3.23 -1.12  0.008
C 3.54 -2.77 0.12  0.003
C 4.91 -3.47 0.16  0.000
C 3.66 -1.26 0.12  0.020
C 4.82 -0.50 0.12  0.002
C 4.38 0.81 0.12  0.020
N 3.03 0.80 0.12  0.017
N 2.59 -0.45 0.12  0.034
B 2.08 1.98 0.12  0.049
N 1.19 1.85 1.35  0.101
C 1.01 2.73 2.35  0.043
C 0.11 2.19 3.24  0.112
C -0.22 0.95 2.71  0.034
N 0.45 0.77 1.55  0.172
C -1.18 -0.04 3.31  0.001
C -1.25 -1.33 2.48  0.012
C -2.58 0.57 3.45  0.001
N 1.19 1.85 -1.11  0.095
C 1.02 2.73 -2.11  0.041
C 0.12 2.19 -3.00  0.106
C -0.22 0.95 -2.47  0.036
N 0.45 0.77 -1.31  0.165
C -1.17 -0.08 -3.03  0.003
C -2.30 -0.35 -2.03  -0.001
C -1.76 0.34 -4.38  0.003
H 2.63 -4.33 -1.10  0.000
H 3.29 -2.94 -2.05  0.000
H 1.75 -2.77 -1.13  0.006
H 2.97 -3.07 1.03  0.001
H 5.51 -3.21 -0.73  0.000
H 4.77 -4.57 0.19  0.000
H 5.46 -3.17 1.08  0.000
H 5.84 -0.83 0.11  0.000
H 5.00 1.70 0.12  0.002
H 2.67 3.02 0.12  0.006
H 1.50 3.69 2.43  -0.001
H -0.25 2.63 4.16  0.009
H -0.81 -0.31 4.33  0.001
H -1.63 -1.11 1.45  0.000
H -1.94 -2.06 2.96  0.001
H -0.25 -1.80 2.40  0.009
H -2.98 0.86 2.45  0.000
H -2.54 1.48 4.09  0.001
H -3.27 -0.15 3.92  0.000
H 1.51 3.69 -2.19  -0.001
H -0.23 2.64 -3.92  0.009
H -0.61 -1.02 -3.18  0.001
H -2.89 0.58 -1.84  0.000
H -1.88 -0.70 -1.06  0.001
H -2.98 -1.13 -2.42  0.000
H -2.35 1.28 -4.28  0.001
H -2.43 -0.45 -4.77  0.000
H -0.95 0.50 -5.12  0.000
O -6.26 -0.36 0.12  -0.001
C -5.44 0.62 0.12  -0.001
O -5.77 1.84 0.12  -0.003
C -3.96 0.27 0.12  -0.014
C -3.55 -1.07 0.12  0.008
C -2.20 -1.36 0.12  -0.014
N -1.22 -0.44 0.12  0.041
C -1.61 0.87 0.12  0.002
C -2.96 1.25 0.12  0.008
C -0.48 1.89 0.12  0.010
O -0.76 3.14 0.12  -0.004
O 0.69 1.40 0.12  0.375
H -4.29 -1.86 0.12  0.001
H -1.86 -2.39 0.12  -0.001
H -3.22 2.31 0.12  0.001
H 0.70 -2.11 0.12  0.012

(3)
This record from the Open Molecules 2025 dataset describes a molecular structure, C25H32F4N3O6PS2Ti in a non-equilibrium geometry. The level of theory is ωB97M-V with the def2-TZVPD basis set.

Computed properties:
- HOMO-LUMO gap (eV) = 7.17
- total charge = 0
- highest occupied orbital energy (hartree) = -0.309

Last column: Löwdin charge in e.
Positions of all 74 atoms, in Å:
Ti -0.49 -0.08 0.01  0.999
C -4.01 2.64 0.23  -0.070
C -3.90 1.39 1.09  -0.240
N -3.52 0.17 0.36  -0.191
C -4.51 -0.12 -0.68  -0.239
C -4.19 -1.33 -1.53  -0.105
C -3.37 -0.94 1.27  -0.191
C -2.34 -0.67 2.36  -0.191
N -1.18 0.07 1.83  -0.089
C -0.33 0.67 2.76  -0.157
C 0.42 1.76 2.34  -0.143
F 0.26 2.15 1.04  0.083
C 1.31 2.44 3.13  -0.205
F 1.99 3.48 2.62  0.101
C 1.51 2.06 4.45  0.081
C 0.78 0.97 4.89  -0.203
F 0.94 0.53 6.15  0.101
C -0.11 0.29 4.08  -0.131
F -0.73 -0.78 4.60  0.095
H -4.12 3.51 0.89  0.077
H -3.12 2.78 -0.37  0.063
H -4.87 2.63 -0.43  0.069
H -3.16 1.56 1.86  0.100
H -4.87 1.21 1.60  0.126
H -5.50 -0.25 -0.20  0.125
H -4.59 0.76 -1.32  0.107
H -3.15 -1.31 -1.87  0.014
H -4.34 -2.27 -1.00  0.027
H -4.83 -1.34 -2.41  0.081
H -4.32 -1.19 1.78  0.138
H -3.08 -1.82 0.70  0.084
H -2.78 -0.08 3.17  0.125
H -2.05 -1.63 2.79  0.098
H 2.21 2.57 5.09  0.140
O -1.31 2.70 -2.77  0.152
C -0.74 1.94 -2.04  -0.497
O -1.31 1.17 -1.11  -0.189
C 0.75 1.74 -2.01  -0.153
C 1.72 2.40 -2.75  0.050
C 3.05 2.08 -2.48  -0.005
C 3.37 1.16 -1.50  0.050
C 2.33 0.56 -0.81  -0.144
N 1.08 0.85 -1.10  0.026
C 2.39 -0.41 0.33  -0.500
O 3.42 -0.86 0.77  0.136
O 1.17 -0.66 0.77  -0.157
H 1.43 3.13 -3.49  0.132
H 3.83 2.57 -3.04  0.118
H 4.39 0.91 -1.24  0.131
C -1.08 -4.55 2.28  -0.056
C -0.17 -3.39 1.98  -0.413
C 1.30 -3.76 2.01  -0.026
O -0.53 -2.73 0.72  -0.381
P -0.72 -3.37 -0.73  -0.109
S -2.35 -4.34 -1.02  0.346
S -0.47 -1.66 -1.83  0.492
O 0.60 -4.24 -0.84  -0.312
C 1.07 -5.08 -1.93  -0.437
C 2.58 -4.97 -1.89  -0.040
C 0.49 -4.71 -3.28  -0.081
H -0.84 -4.92 3.28  0.091
H -0.94 -5.37 1.57  0.072
H -2.13 -4.26 2.25  0.077
H -0.34 -2.60 2.70  0.116
H 1.51 -4.62 1.38  0.075
H 1.57 -4.01 3.04  0.094
H 1.93 -2.93 1.69  0.070
H 0.76 -6.10 -1.66  0.144
H 2.89 -3.97 -2.18  0.089
H 3.03 -5.69 -2.58  0.086
H 2.96 -5.17 -0.88  0.080
H 0.73 -3.68 -3.54  0.059
H -0.59 -4.84 -3.31  0.051
H 0.95 -5.36 -4.03  0.089

(4)
This record from the Open Molecules 2025 dataset describes a molecular structure, C25H32IN4O5Sc. The level of theory is ωB97M-V with the def2-TZVPD basis set.

Computed properties:
- HOMO-LUMO gap (eV) = 7.57
- total charge = +2
- highest occupied orbital energy (hartree) = -0.503

Last column: Löwdin charge in e.
Positions of all 68 atoms, in Å:
Sc -0.08 -0.79 -0.54  1.038
C 4.52 -0.69 -0.40  -0.004
C 3.90 -0.04 0.80  -0.245
N 4.67 0.44 1.75  0.152
C 4.13 1.02 2.84  -0.062
C 2.78 1.17 3.03  -0.128
C 2.25 1.85 4.26  -0.189
O 1.29 1.04 4.95  -0.049
C 1.92 0.67 2.02  -0.078
C 0.49 0.85 2.15  -0.018
N -0.42 0.44 1.31  -0.013
C -1.75 0.91 1.58  -0.350
C -1.99 2.27 1.73  -0.017
C -3.28 2.73 1.97  -0.037
C -4.33 1.83 2.07  -0.044
C -4.11 0.47 1.92  -0.124
C -2.82 0.02 1.67  -0.610
I -2.44 -2.02 1.44  1.239
C 2.49 0.04 0.90  -0.255
O 1.74 -0.48 -0.05  -0.153
H 5.60 -0.55 -0.36  0.092
H 4.13 -0.25 -1.32  0.084
H 4.30 -1.75 -0.42  0.085
H 4.83 1.38 3.58  0.127
H 1.73 2.78 4.00  0.131
H 3.08 2.12 4.91  0.131
H 1.74 0.48 5.59  0.106
H 0.15 1.39 3.03  0.137
H -1.17 2.97 1.64  0.125
H -3.46 3.79 2.08  0.122
H -5.34 2.19 2.26  0.123
H -4.92 -0.24 2.00  0.111
C -2.94 0.63 -1.59  -0.022
O -2.06 -0.51 -1.62  -0.343
C -2.67 -1.66 -2.23  -0.159
C -1.59 -2.52 -2.84  -0.111
O -0.43 -2.44 -1.98  -0.256
C 0.41 -3.62 -1.88  -0.096
C 0.38 -4.05 -0.44  -0.148
O 0.58 -2.85 0.32  -0.362
C 1.09 -3.06 1.64  -0.042
H -3.18 0.93 -2.61  0.113
H -3.84 0.39 -1.04  0.108
H -2.41 1.44 -1.08  0.092
H -3.23 -2.20 -1.46  0.092
H -3.36 -1.34 -3.01  0.149
H -1.93 -3.55 -2.91  0.148
H -1.30 -2.15 -3.83  0.123
H 0.05 -4.40 -2.55  0.148
H 1.42 -3.32 -2.17  0.148
H -0.58 -4.50 -0.17  0.142
H 1.18 -4.76 -0.23  0.153
H 0.41 -3.71 2.20  0.100
H 2.08 -3.52 1.59  0.116
H 1.16 -2.09 2.12  0.087
N -0.12 0.04 -3.95  0.150
C -0.06 1.19 -3.19  -0.355
C -0.36 2.44 -3.73  0.009
C -0.20 3.56 -2.95  -0.018
C 0.29 3.43 -1.65  -0.030
C 0.53 2.17 -1.18  -0.108
N 0.29 1.05 -1.90  0.036
H -0.20 0.20 -4.95  0.120
H 0.64 -0.60 -3.74  0.111
H -0.68 2.52 -4.77  0.128
H -0.42 4.54 -3.36  0.129
H 0.49 4.30 -1.04  0.121
H 0.93 2.01 -0.19  0.099